{"formula": "C7H8N", "method": "the ωB97M-V functional and the def2-TZVPD basis", "total_charge": 1, "gap_ev": [8.241, 8.242], "e_lumo_ha": [-0.1740, -0.1739], "e_tot_ev": -8867.726, "molar_mass_g_mol": 106.15, "elements": ["N", "C", "C", "C", "C", "C", "C", "C", "H", "H", "H", "H", "H", "H", "H", "H"], "positions_angstrom": [[-0.682, -1.455, 2.314], [-0.986, -1.509, 1.023], [-0.546, -0.334, -1.323], [0.364, 0.856, -0.926], [-0.461, -0.609, 0.174], [-0.387, -1.257, 3.415], [1.056, 1.739, -1.803], [0.456, 0.436, 0.387], [0.865, 0.865, 1.231], [0.039, -1.285, 4.442], [0.745, 2.824, -1.669], [-0.103, -1.084, -2.032], [2.148, 1.672, -1.339], [0.942, 1.225, -2.824], [-1.876, -2.071, 0.648], [-1.577, -0.015, -1.718]], "atomic_forces_ev_per_a": [[0.58, 0.71, 2.76], [-2.41, -0.92, -2.39], [-1.31, 0.68, -0.81], [-0.59, -2.60, 1.36], [0.64, -0.29, 0.18], [0.21, -0.75, -0.25], [2.19, 0.69, -0.11], [-0.92, 0.88, -2.42], [1.04, 0.66, 1.61], [-0.58, 0.12, -1.20], [0.26, -1.29, -0.73], [-0.34, 0.61, 0.83], [-1.84, 0.41, -1.61], [0.59, 1.70, 1.15], [1.06, -0.04, 1.00], [1.41, -0.57, 0.62]], "lowdin_charge": [0.094, -0.068, -0.032, -0.235, -0.194, 0.303, -0.024, 0.043, 0.099, 0.153, 0.126, 0.142, 0.151, 0.126, 0.163, 0.153]}